{
  "formula": "C3H2N2S",
  "method": "ωB97M-V/def2-TZVPD",
  "relative_energy_kj_mol": 47.8,
  "lumo_ev": -2.20,
  "molar_mass_g_mol": 98.1,
  "energy_ev": -16956.908,
  "homo_lumo_gap_ev": 7.281,
  "largest_force_ev_per_a": 2.03,
  "smiles": "S=C1N=CC=N1",
  "elements": ["S", "C", "N", "C", "C", "N", "H", "H"],
  "xyz": [[2.182, 0.231, 1.750], [0.924, 0.061, 0.761], [0.085, 1.139, 0.440], [-0.794, 0.659, -0.393], [-0.413, -0.783, -0.617], [0.618, -1.120, 0.063], [-1.671, 1.294, -0.676], [-0.930, -1.481, -1.328]],
  "forces_ev_per_angstrom": [[-0.18, -0.17, -0.01], [1.50, 0.48, 0.42], [-1.61, 0.27, -0.70], [0.71, 0.58, 1.44], [-1.16, -0.80, -1.46], [-0.81, -0.07, -0.35], [0.96, -0.97, -0.20], [0.58, 0.69, 0.86]],
  "mulliken_charge": [-0.216, 0.252, -0.364, 0.017, 0.014, -0.403, 0.351, 0.349]
}


{
  "formula": "C21H36P2Re",
  "method": "ωB97M-V/def2-TZVPD",
  "charge": 2,
  "relative_energy_kj_mol": 1195.0,
  "lumo_ev": [-8.55, -8.17],
  "molar_mass_g_mol": 536.7,
  "energy_ev": -43033.666,
  "homo_lumo_gap_ev": [5.554, 5.957],
  "multiplicity": 4,
  "largest_force_ev_per_a": 11.26,
  "elements": ["P", "P", "C", "C", "H", "H", "H", "H", "C", "H", "H", "H", "C", "H", "H", "H", "C", "H", "H", "H", "C", "H", "H", "H", "Re", "C", "C", "C", "C", "C", "C", "C", "C", "C", "H", "H", "H", "H", "H", "H", "H", "H", "H", "H", "H", "H", "H", "H", "H", "C", "C", "C", "C", "C", "C", "H", "H", "H", "H", "H"],
  "xyz": [[0.972, 1.569, -1.694], [1.156, -1.625, -0.791], [1.991, 0.205, -2.644], [1.256, -1.087, -2.656], [2.932, 0.102, -2.095], [2.221, 0.520, -3.678], [0.279, -1.054, -3.153], [1.819, -1.858, -3.195], [2.589, -2.808, -0.928], [2.558, -3.567, -0.137], [3.529, -2.233, -0.889], [2.519, -3.386, -1.869], [0.102, -3.063, -1.923], [0.673, -3.441, -2.810], [-0.835, -2.595, -2.332], [-0.163, -3.977, -1.343], [2.259, 2.769, -2.297], [2.065, 3.833, -2.094], [2.372, 2.677, -3.400], [3.247, 2.504, -1.885], [0.189, 1.724, -3.605], [-0.412, 0.828, -3.819], [0.971, 1.758, -4.395], [-0.447, 2.607, -3.787], [1.321, 1.490, 1.570], [-1.908, -2.354, 0.159], [-0.690, -2.915, 0.469], [0.314, -1.849, 0.858], [0.288, 1.686, -0.220], [-1.391, 2.040, -1.684], [-2.395, 1.155, -1.768], [-1.903, -0.295, -1.536], [-2.226, -0.875, -0.131], [-0.247, 2.965, 2.202], [-2.665, -2.975, -0.411], [-0.305, -3.899, 0.695], [-0.200, -0.971, 1.374], [1.265, -1.857, 1.477], [1.852, 2.587, 2.825], [0.649, 2.830, 0.127], [-1.221, 3.144, -1.748], [-3.414, 1.482, -1.448], [-0.783, -0.176, -1.503], [-2.074, -1.002, -2.387], [-1.894, -0.065, 0.541], [-3.309, -0.909, 0.131], [-1.241, 2.438, 2.270], [-0.429, 3.744, 1.425], [-0.312, 3.604, 3.141], [-1.573, -0.427, 5.573], [-0.261, 0.039, 5.692], [0.450, 0.526, 4.561], [-0.101, 0.612, 3.271], [-1.495, 0.267, 3.230], [-2.176, -0.336, 4.316], [-2.135, -0.814, 6.434], [0.207, 0.003, 6.684], [1.462, 0.904, 4.703], [-2.105, 0.520, 2.353], [-3.197, -0.720, 4.177]],
  "forces_ev_per_angstrom": [[3.84, 0.71, -10.56], [-0.66, -5.38, -4.82], [0.09, -0.02, 1.35], [0.35, 1.51, 0.04], [0.17, -0.15, -0.10], [-0.13, 0.27, 0.89], [0.26, 0.26, 0.51], [0.01, 0.07, 0.72], [0.74, 0.27, 0.64], [0.12, 0.39, 0.11], [-0.16, -0.55, 0.07], [0.08, 0.71, 0.51], [-0.66, -0.76, -0.09], [-0.12, 0.71, 0.96], [0.88, -0.51, 0.78], [0.30, 0.93, -0.52], [0.68, 0.80, 0.54], [-0.06, -0.36, 0.16], [-0.24, -0.01, 1.01], [-0.28, 0.23, 0.19], [-1.24, 0.21, -0.02], [-0.03, 0.37, 0.16], [-0.25, 0.04, 1.00], [0.24, -0.40, 0.20], [-3.97, 1.19, 5.52], [1.42, -1.57, -2.10], [-1.58, 2.55, 2.76], [0.23, 2.30, 1.08], [-0.35, 1.93, 1.24], [-1.78, 1.27, 2.00], [2.17, -0.11, 2.07], [0.78, -0.53, 0.03], [-1.64, 0.19, 0.89], [-2.26, 1.23, 0.32], [0.76, 0.28, 1.41], [-0.94, -0.43, -0.48], [0.57, -0.83, -1.34], [-1.11, -1.35, -0.38], [0.46, -0.86, -1.04], [-1.40, -1.81, -1.43], [-0.56, -1.29, 0.15], [0.50, -0.15, -1.38], [-0.99, -0.29, -0.25], [-0.44, 0.76, 0.61], [0.55, -0.87, 0.08], [0.30, 0.53, -0.86], [1.21, 0.27, -0.49], [0.63, -0.54, 0.11], [1.24, -1.28, -0.75], [0.45, 0.14, -0.40], [-0.09, -0.03, -0.29], [0.47, -0.02, 0.14], [-0.31, -0.40, 0.68], [0.33, -0.18, -0.52], [0.33, 0.38, -0.51], [0.41, 0.15, -0.44], [0.03, 0.17, -0.60], [-0.12, -0.26, 0.18], [0.33, -0.39, 0.28], [0.46, 0.50, -0.02]],
  "mulliken_charge": [0.788, 0.884, -1.585, -0.882, 0.483, 0.765, 0.597, 0.763, -1.214, 0.417, 0.383, 0.436, -1.409, 0.566, 0.291, 0.467, -1.110, 0.390, 0.419, 0.447, -1.600, 0.429, 0.570, 0.464, 0.868, -0.659, -1.062, 0.957, -0.564, -0.268, -1.251, 0.942, -0.135, -1.030, 0.347, 0.758, -0.988, 0.637, 0.046, 0.321, 0.586, 0.374, -1.125, 0.654, -0.455, 0.366, 0.230, 0.384, 0.347, -0.487, -0.602, -0.565, 0.529, 0.186, -0.930, 0.407, 0.395, 0.346, 0.273, 0.408]
}


{
  "formula": "C4H8NO5S2",
  "method": "ωB97M-V/def2-TZVPD",
  "charge": -1,
  "relative_energy_kj_mol": 77.2,
  "lumo_ev": 3.44,
  "molar_mass_g_mol": 214.2,
  "energy_ev": -37675.470,
  "homo_lumo_gap_ev": 9.291,
  "largest_force_ev_per_a": 1.07,
  "elements": ["C", "C", "S", "O", "O", "N", "S", "O", "O", "C", "C", "O", "H", "H", "H", "H", "H", "H", "H", "H"],
  "xyz": [[-2.268, -0.826, -1.345], [-1.607, 0.318, -1.202], [0.110, 0.471, -1.694], [0.537, 1.712, -1.070], [0.097, 0.413, -3.138], [0.802, -0.822, -1.117], [1.936, -0.763, 0.007], [2.220, -2.139, 0.354], [3.074, 0.048, -0.356], [1.300, -0.013, 1.518], [-0.214, 0.109, 1.658], [-0.629, 1.468, 1.753], [-3.058, -1.114, -0.660], [-1.969, -1.512, -2.132], [-2.063, 1.225, -0.819], [1.768, 0.963, 1.624], [1.690, -0.654, 2.307], [-0.720, -0.401, 0.838], [-0.537, -0.355, 2.590], [-0.471, 1.872, 0.887]],
  "forces_ev_per_angstrom": [[0.16, 0.17, -0.10], [-0.20, -0.16, -0.36], [-0.28, 0.07, -1.03], [-0.10, 0.07, 0.27], [0.12, 0.12, 0.00], [-0.19, 0.36, 0.28], [0.50, -0.33, -0.02], [-0.15, -0.05, 0.02], [-0.01, 0.07, -0.12], [-0.19, -0.05, 0.25], [0.08, 0.22, 0.21], [-0.22, -0.03, -0.15], [-0.66, 0.37, -0.63], [0.50, -0.51, 0.66], [0.35, -0.22, 0.88], [-0.07, 0.04, -0.17], [0.15, -0.07, -0.10], [0.04, -0.04, 0.12], [-0.02, -0.01, 0.01], [0.20, -0.02, -0.03]],
  "mulliken_charge": [-0.536, -0.410, 1.108, -0.670, -0.710, -0.504, 1.275, -0.730, -0.706, -0.749, -0.163, -0.629, 0.269, 0.249, 0.356, 0.381, 0.401, 0.028, 0.376, 0.364]
}


{
  "formula": "C21H14BF6N4O7S",
  "method": "ωB97M-V/def2-TZVPD",
  "charge": -1,
  "relative_energy_kj_mol": 349.3,
  "lumo_ev": 0.29,
  "molar_mass_g_mol": 591.2,
  "energy_ev": -70105.645,
  "homo_lumo_gap_ev": 4.498,
  "largest_force_ev_per_a": 8.04,
  "elements": ["C", "C", "C", "C", "C", "B", "C", "C", "C", "C", "F", "F", "F", "C", "C", "C", "F", "F", "F", "C", "O", "C", "C", "O", "S", "H", "H", "H", "H", "H", "H", "H", "H", "H", "H", "H", "H", "O", "N", "O", "C", "C", "C", "N", "O", "O", "C", "C", "N", "O", "N", "C", "H", "H"],
  "xyz": [[3.631, 1.502, 5.322], [2.460, 1.063, 4.505], [1.211, 1.638, 4.555], [0.219, 1.162, 3.674], [0.690, 0.207, 2.747], [-0.219, -1.787, 2.370], [0.285, -0.307, 1.539], [1.329, -0.551, 0.434], [1.352, 0.185, -0.716], [2.492, -0.025, -1.686], [2.701, 1.063, -2.472], [3.661, -0.285, -1.026], [2.258, -1.080, -2.517], [0.327, 1.090, -1.042], [-0.783, 1.192, -0.184], [-1.939, 2.092, -0.528], [-3.136, 1.431, -0.437], [-2.016, 3.173, 0.307], [-1.838, 2.569, -1.795], [-0.850, 0.457, 0.966], [0.906, -2.611, 2.706], [0.553, -3.148, 3.993], [-0.718, -2.435, 4.452], [-1.241, -1.687, 3.358], [2.357, -0.182, 3.340], [3.443, 2.354, 5.989], [4.034, 0.743, 5.997], [4.502, 1.833, 4.747], [1.025, 2.447, 5.238], [-0.822, 1.507, 3.679], [2.169, -1.221, 0.671], [0.378, 1.677, -1.917], [-1.684, 0.574, 1.669], [0.381, -4.227, 3.901], [1.407, -2.952, 4.654], [-1.491, -3.145, 4.757], [-0.502, -1.692, 5.225], [-5.032, -1.915, -2.749], [-5.022, -2.466, -1.627], [-6.088, -2.959, -1.172], [-3.799, -2.521, -0.808], [-3.825, -2.822, 0.551], [-2.644, -2.786, 1.344], [-2.746, -3.825, 2.333], [-3.919, -4.132, 2.651], [-1.766, -4.465, 2.745], [-1.248, -2.358, 0.999], [-1.378, -2.049, -0.447], [-0.261, -2.065, -1.183], [-0.790, -1.804, -2.486], [-2.202, -1.822, -2.580], [-2.525, -2.109, -1.275], [-4.724, -3.245, 0.992], [-0.556, -3.190, 1.053]],
  "forces_ev_per_angstrom": [[1.00, -0.03, 0.45], [-1.84, 0.64, -0.13], [0.39, 0.21, 0.74], [-0.19, -1.07, -1.73], [3.59, 2.92, 6.58], [-2.35, -1.42, -1.30], [-0.96, -0.05, -7.43], [-0.50, 0.04, 2.77], [-0.56, 0.69, -0.48], [0.07, -0.46, -0.23], [-0.02, -0.57, 0.42], [-0.65, 0.18, -0.58], [0.36, 0.83, 0.56], [0.30, -0.64, 0.99], [0.19, -0.61, -0.16], [-0.72, -0.02, -0.29], [1.02, 0.70, 0.00], [-0.01, -0.70, -0.56], [-0.15, -0.12, 0.77], [0.53, 0.26, 1.53], [-1.71, 0.91, -0.01], [0.63, -0.30, -0.04], [-0.42, 0.57, 0.71], [1.95, -0.24, -0.20], [0.23, -0.27, -0.99], [-0.64, -0.16, -0.34], [-0.21, -0.31, -0.15], [-0.20, -0.18, -0.38], [-0.20, 0.21, 0.20], [0.58, 0.09, -0.11], [-0.51, 0.33, -0.11], [0.08, 0.46, -0.79], [0.08, 0.04, -0.50], [0.14, 0.23, -0.02], [-0.23, -0.13, 0.07], [0.22, 0.13, 0.26], [0.01, -0.32, 0.38], [0.99, -0.81, 1.77], [-1.37, 0.11, -0.36], [2.00, 0.49, -0.04], [-1.00, 1.00, 0.32], [0.75, 0.13, -0.33], [0.02, -1.20, 0.14], [-1.79, -0.53, 0.27], [1.46, -0.34, 0.93], [-0.51, 0.98, -0.41], [-1.62, -1.68, -0.91], [3.34, -0.92, 0.62], [-3.53, 1.22, -1.77], [0.72, -0.20, 0.17], [1.80, -0.94, 3.96], [-0.84, 1.42, -3.87], [0.33, 0.27, -0.20], [-0.05, -0.83, -0.13]],
  "mulliken_charge": [-1.327, 0.688, -0.671, -0.675, 0.985, 0.735, 2.174, -1.435, 0.018, 0.663, -0.298, -0.287, -0.231, -0.799, -0.439, 0.848, -0.233, -0.291, -0.298, -1.737, -0.544, -0.452, -0.654, -0.494, -0.254, 0.364, 0.288, 0.282, 0.336, 0.456, 0.485, 0.630, 0.678, 0.327, 0.285, 0.342, 0.410, -0.597, 0.889, -0.647, -0.963, -0.823, -0.619, 1.119, -0.787, -0.635, 0.691, 0.559, -0.150, -0.145, -0.698, 0.713, 0.616, 0.604]
}